Here is a molecular structure, C42H31Cl5FN8O5S3Sn from OMol25. Energies are from ωB97M-V with the def2-TZVPD basis set.

Structure (ORCA input):
```
! RIJCOSX wB97M-V def2-TZVPD def2/J DEFGRID3
* xyz -1 1
Sn 1.003 0.086 1.900
Cl 4.640 -1.018 1.428
Cl 6.523 3.425 -0.985
Cl 3.961 4.970 -0.101
Cl 6.857 0.420 -0.243
Cl 1.610 3.390 1.265
S 4.521 0.917 6.192
S -0.083 -3.448 5.433
S -1.707 1.892 -0.111
F -0.172 3.011 -4.736
O 1.556 -1.944 0.823
O 2.926 -3.367 -0.207
O -1.134 0.357 3.501
O 1.479 0.566 -0.690
O -3.191 1.249 3.437
N -3.699 2.934 1.258
N 2.516 0.633 4.603
N 1.139 -1.802 3.886
N 2.214 -1.864 -3.884
N -3.073 4.089 -0.688
N -0.209 -3.306 2.713
N 3.504 2.760 4.485
N -2.140 -1.377 1.466
C 0.268 -2.762 3.853
C -5.504 3.514 2.735
C -4.712 -2.341 1.996
C -4.707 3.785 1.501
C -4.136 6.110 -1.397
C 2.233 -2.354 -0.183
C -3.970 -2.892 0.930
C 2.585 -0.505 5.374
C -2.680 -2.353 0.690
C 3.590 -0.539 6.282
C 1.607 -1.568 5.159
C 0.774 1.050 -5.598
C 5.422 1.264 0.227
C -4.465 -3.908 0.080
C 3.213 1.248 1.283
C -4.198 -1.282 2.681
C 3.112 2.577 0.899
C 2.109 -1.583 -1.499
C -4.035 4.948 -0.457
C 2.469 -2.791 -4.986
C 3.435 1.484 4.933
C -1.928 -2.849 -0.394
C -3.725 -4.338 -0.986
C -2.331 0.369 3.167
C 1.261 -3.710 -5.187
C 1.628 -0.226 -1.624
C 1.075 -2.360 6.121
C 4.409 0.629 0.944
C 0.427 1.826 -4.500
C 1.367 -0.181 -5.415
C 2.388 -2.298 -2.616
C -2.877 3.039 0.152
C 1.719 -1.037 -6.605
C 1.637 -0.626 -4.108
C 2.833 -2.011 -6.244
C 0.691 1.423 -3.220
C -2.887 -0.832 2.390
C 5.279 2.607 -0.113
C 4.115 3.282 0.246
C -4.927 4.820 0.632
C 1.323 0.194 -3.010
C -2.444 -3.801 -1.226
H 2.793 -3.296 -2.499
H 3.324 -3.403 -4.694
H 0.348 -3.127 -5.314
H 0.569 1.416 -6.596
H -3.986 5.773 -2.421
H -5.446 -4.323 0.277
H -6.350 4.190 2.826
H -5.095 6.621 -1.308
H 1.402 -4.341 -6.065
H -4.120 -5.095 -1.652
H 4.394 3.226 4.487
H 3.752 -1.451 -6.055
H 3.021 -2.709 -7.061
H 0.113 -2.835 1.870
H 1.136 -4.353 -4.315
H 1.276 -2.362 7.178
H -1.113 -3.744 2.708
H -5.857 2.482 2.724
H 0.835 -1.590 -6.936
H -1.865 -4.152 -2.072
H 2.882 2.973 3.719
H -3.338 6.821 -1.173
H 2.026 -0.399 -7.435
H -4.752 -0.789 3.467
H -3.466 2.218 1.989
H 0.397 2.022 -2.367
H -0.949 -2.430 -0.546
H -4.859 3.610 3.610
H -5.683 -2.759 2.239
H -5.731 5.525 0.784
H 3.856 -1.315 6.977
*
```

As for the HOMO energy: -4.9231 eV. As for the lowest unoccupied orbital energy: 2.15 eV. The calculation puts the energy above the lowest of the compared OMol25 structures with the same formula, charge and spin at 33.5 kJ/mol. The calculation puts the HOMO-LUMO gap at 0.2601 Eh.



Here is 2 unconnected molecules or ions with the total composition H2N2O2 in a non-equilibrium geometry from OMol25. Energies are from ωB97M-V with the def2-TZVPD basis set.

Structure (ORCA input):
```
! RIJCOSX wB97M-V def2-TZVPD def2/J DEFGRID3
* xyz -2 1
O -1.854 0.120 -0.124
O 1.554 0.648 0.068
N 0.446 0.321 -0.501
N -0.563 0.173 0.286
H -0.632 -0.082 1.367
H 1.049 -1.179 -1.096
*
```

As for the HOMO energy: 3.9494 eV. As for the lowest unoccupied orbital energy: 8.43 eV. The calculation puts the energy above the lowest of the compared OMol25 structures with the same formula, charge and spin at 547.2 kJ/mol. The calculation puts the HOMO-LUMO gap at 0.1646 Eh.



Here is a molecular structure, C25H46N6O2Pb in a non-equilibrium geometry from OMol25. Energies are from ωB97M-V with the def2-TZVPD basis set.

Structure (ORCA input):
```
! RIJCOSX wB97M-V def2-TZVPD def2/J DEFGRID3
* xyz 0 1
Pb -1.840 19.856 16.044
O -2.282 18.536 18.115
O -2.666 21.676 17.775
N -3.160 21.538 14.073
N 0.359 18.079 15.699
N -0.233 20.924 14.209
N -2.428 18.499 13.721
N 0.489 20.574 17.635
N -4.501 19.389 15.995
C -5.188 24.382 13.235
C -7.411 17.774 14.698
C 0.993 16.581 12.311
C -3.670 19.401 10.423
C 3.630 24.347 17.941
C -3.359 18.097 11.256
C -4.860 20.274 10.949
C 1.663 15.765 13.413
C 2.881 23.010 17.644
C -2.602 23.030 17.680
C 0.838 15.595 14.664
C -4.127 22.175 14.103
C -0.045 21.971 13.821
C -7.013 18.847 15.711
C -3.983 25.366 13.396
C 1.612 22.779 18.555
C 0.564 17.009 15.267
C 0.131 23.359 13.312
C -2.884 18.311 12.650
C -6.854 18.106 13.283
C -5.281 23.112 14.172
C 0.949 21.559 18.049
C -0.626 23.164 10.923
C -5.623 19.154 15.885
C 0.550 23.507 11.870
H -5.357 23.438 15.209
H -8.479 17.632 14.532
H -1.291 24.021 10.814
H -1.234 22.318 11.242
H -3.056 24.857 13.132
H 2.681 16.127 13.561
H -0.865 23.668 13.629
H 0.918 23.618 18.496
H 1.749 22.713 19.634
H -5.796 19.719 10.888
H 1.767 14.696 13.232
H 4.292 24.432 17.080
H -0.086 16.463 12.214
H 1.095 17.658 12.441
H -7.523 18.751 12.713
H -3.613 23.311 17.385
H 2.648 23.060 16.581
H -2.635 17.561 10.642
H -5.837 18.500 13.308
H -6.201 24.784 13.223
H -1.328 18.710 18.237
H -4.843 20.339 12.037
H -6.756 17.246 12.621
H 4.261 24.342 18.830
H 1.347 15.057 15.463
H 1.425 22.916 11.599
H -2.718 19.930 10.392
H -7.433 19.835 15.524
H -0.337 22.974 9.889
H -1.939 23.436 16.917
H 0.738 23.849 14.073
H 1.363 16.318 11.320
H -4.043 26.268 12.787
H -5.152 24.001 12.215
H 0.806 24.529 11.590
H -0.087 15.056 14.458
H -4.147 17.350 11.355
H 3.530 22.136 17.697
H -3.902 25.832 14.378
H -7.374 18.531 16.689
H 2.842 25.100 17.933
H -2.260 23.487 18.609
H -3.876 19.127 9.388
H -6.912 16.827 14.904
H -4.985 21.259 10.498
H -6.105 22.427 13.969
*
```

As for the HOMO energy: -5.5966 eV. As for the lowest unoccupied orbital energy: 0.37 eV. The calculation puts the HOMO-LUMO gap at 0.2194 Eh.



Here is 2 unconnected molecules or ions with the total composition C10H13N5O5 in a non-equilibrium geometry from OMol25. Energies are from ωB97M-V with the def2-TZVPD basis set.

Structure (ORCA input):
```
! RIJCOSX wB97M-V def2-TZVPD def2/J DEFGRID3
* xyz 0 1
O -1.839 -4.318 1.702
O -2.053 -2.376 2.896
O -1.320 3.094 -1.209
O 3.066 -0.222 2.104
O 4.467 -1.831 1.552
N -1.333 -3.103 2.238
N 3.305 -1.406 1.748
N 1.482 -4.459 0.605
N -0.831 -4.996 0.985
N -0.748 2.631 1.426
C 2.419 -3.541 0.842
C -1.964 2.060 0.889
C 2.207 -2.314 1.563
C 0.274 -4.203 1.099
C -2.404 2.889 -0.306
C 0.352 2.961 0.547
C -0.318 2.003 2.636
C -0.193 3.749 -0.633
C 0.942 -2.026 2.089
C 0.000 -3.009 1.858
H -2.704 2.112 1.699
H 0.907 2.058 0.207
H -0.461 4.758 -0.261
H -3.170 2.360 -0.893
H 0.473 2.614 3.080
H -2.795 3.851 0.079
H 0.080 0.989 2.460
H -1.169 1.942 3.319
H 3.424 -3.737 0.452
H 0.550 3.812 -1.443
H -1.839 0.992 0.604
H 0.711 -1.139 2.666
H 1.039 3.577 1.145
*
```

As for the HOMO energy: -8.5241 eV. As for the lowest unoccupied orbital energy: -2.47 eV. The calculation puts the energy above the lowest of the compared OMol25 structures with the same formula, charge and spin at 955.7 kJ/mol. The calculation puts the HOMO-LUMO gap at 0.2226 Eh.



Here is a molecular structure, C42H49GeN13NiO from OMol25. Energies are from ωB97M-V with the def2-TZVPD basis set.

Structure (ORCA input):
```
! RIJCOSX wB97M-V def2-TZVPD def2/J DEFGRID3
* xyz 2 3
Ge 2.412 1.634 0.351
Ni -0.416 -0.320 -0.217
O -0.781 -1.940 0.921
N -1.805 -0.829 -1.633
N -2.634 3.002 -5.386
N 2.782 -4.367 -1.437
N 0.902 0.595 1.246
N -2.899 -0.795 -3.528
N 3.216 -4.480 -3.697
N -1.156 1.684 -0.160
N -0.900 -3.416 2.616
N 1.051 -1.221 -1.257
N -3.365 1.043 -4.893
N 2.046 -2.703 -2.919
N -2.188 -1.484 2.646
N -2.425 1.769 -5.544
C 3.367 3.237 2.517
C 4.248 -0.297 -3.540
C -0.479 3.800 -2.221
C 0.107 1.508 3.187
C -4.227 1.899 -4.264
C -0.852 2.253 0.945
C 2.667 -3.837 -2.665
C -2.386 4.857 -1.223
C -2.325 -1.423 4.087
C 1.402 -0.107 2.336
C 4.134 3.565 3.625
C -5.964 2.878 -3.022
C -5.488 4.162 -3.362
C 5.098 2.684 4.081
C -3.744 3.168 -4.599
C 0.281 -4.100 2.140
C 1.509 -1.992 -1.995
C 4.607 -0.826 -2.307
C -2.955 -0.506 1.907
C 5.301 1.477 3.429
C -1.948 6.085 -1.695
C 2.795 1.261 -2.444
C 3.343 0.745 -3.609
C -2.139 2.372 -1.004
C -3.027 -1.425 -1.442
C 3.144 0.739 -1.201
C 4.536 1.150 2.324
C -0.594 0.159 -3.578
C -1.277 -2.260 2.021
C 4.058 -0.312 -1.145
C -4.378 4.330 -4.152
C 3.560 2.028 1.854
C -1.656 3.707 -1.487
C 0.949 0.409 3.512
C -1.797 -4.214 3.430
C -3.262 -0.376 -4.863
C -1.745 -0.483 -2.904
C -0.040 5.023 -2.688
C 0.081 1.589 1.821
C -5.351 1.725 -3.458
C -0.776 6.170 -2.425
C -3.721 -1.396 -2.609
H 4.686 -0.692 -4.445
H 5.698 2.940 4.940
H 4.347 -0.741 -0.195
H -5.738 0.751 -3.201
H -2.805 -3.804 3.396
H 5.329 -1.628 -2.254
H -2.487 -0.657 -5.582
H 0.215 0.306 -2.862
H 4.717 0.209 1.827
H 3.072 1.166 -4.566
H 1.205 0.068 4.497
H 2.621 3.938 2.163
H 0.086 2.901 -2.435
H 6.063 0.797 3.780
H 0.868 5.088 -3.265
H -4.007 5.304 -4.426
H -4.695 -1.754 -2.869
H -1.301 3.200 1.246
H -2.371 1.715 -1.843
H 2.337 -3.915 -0.657
H -6.847 2.799 -2.408
H -2.238 -0.379 4.394
H 3.254 -5.241 -1.275
H -6.020 5.026 -2.998
H 2.105 2.092 -2.507
H -1.825 -5.228 3.022
H 0.853 -3.416 1.514
H -1.530 -1.988 4.566
H -2.522 6.973 -1.490
H -3.306 4.794 -0.658
H -2.610 -0.447 0.863
H 0.010 -4.984 1.555
H 3.985 4.510 4.124
H 3.134 -4.069 -4.612
H -3.064 2.492 -0.432
H -0.436 7.125 -2.791
H -0.221 -0.473 -4.382
H -0.868 1.117 -4.017
H -0.445 2.125 3.872
H -1.466 -4.268 4.469
H 0.887 -4.415 2.991
H 3.694 -5.358 -3.597
H 1.623 2.861 -0.108
H -4.015 -0.775 1.906
H -3.316 -1.831 -0.495
H 2.107 -0.907 2.177
H -4.205 -0.867 -5.131
H -3.292 -1.803 4.420
H -2.847 0.479 2.369
*
```

As for the HOMO energy (alpha / beta): -12.9136 / -12.9138 eV. As for the lowest unoccupied orbital energy (alpha / beta): -4.80 / -5.21 eV. The expectation value of S² is 2.0043. The calculation puts the energy above the lowest of the compared OMol25 structures with the same formula, charge and spin at 0.2 kJ/mol. The calculation puts the HOMO-LUMO gap (alpha / beta) at 0.2980 / 0.2832 Eh.



Here is 2 unconnected molecules or ions with the total composition C3H12N2O2 in a non-equilibrium geometry from OMol25. Energies are from ωB97M-V with the def2-TZVPD basis set.

Structure (ORCA input):
```
! RIJCOSX wB97M-V def2-TZVPD def2/J DEFGRID3
* xyz 0 1
O 0.813 0.800 1.492
O -1.439 -0.515 0.662
N -1.813 -0.445 -1.659
N -1.940 1.513 -0.372
C 1.801 -1.256 0.337
C 1.780 0.257 0.321
C -1.298 0.232 -0.513
H 2.139 -1.629 1.301
H -0.874 -0.052 1.323
H -2.827 -0.457 -1.610
H -2.018 1.973 -1.269
H -0.177 0.351 -0.658
H 2.726 0.686 0.661
H 0.793 -1.642 0.171
H -1.490 -1.406 -1.666
H 1.628 0.686 -0.670
H 1.143 0.432 2.320
H -1.417 2.098 0.269
H 2.469 -1.627 -0.441
*
```

As for the HOMO energy: -9.1806 eV. As for the lowest unoccupied orbital energy: 0.74 eV. The calculation puts the energy above the lowest of the compared OMol25 structures with the same formula, charge and spin at 150.0 kJ/mol. The calculation puts the HOMO-LUMO gap at 0.3646 Eh.



Energy
In order: -169889.0406, -7097.1747, -44948.5540, -28259.8529, -163316.5285, -10379.9953
Unit: eV